[1]
Formula: C23H31GdN8S2
Source: the OMol25 dataset
Level of theory: ωB97M-V/def2-TZVPD

Atoms and positions in Å:
Gd -6.128 -15.583 -1.893
C -7.462 -13.045 0.003
C -7.068 -14.108 1.025
N -7.299 -15.463 0.512
C -8.738 -15.813 0.388
C -9.431 -15.511 -0.954
C -10.798 -15.515 -1.050
C -11.395 -15.251 -2.307
C -10.589 -14.998 -3.385
C -9.194 -14.979 -3.184
C -8.230 -14.799 -4.364
N -6.953 -14.329 -3.905
C -6.826 -12.873 -3.706
C -7.256 -12.358 -2.340
N -6.625 -13.064 -1.224
N -8.620 -15.307 -2.017
H -7.455 -12.076 0.512
H -8.472 -13.213 -0.361
H -7.587 -13.930 1.979
H -6.044 -14.057 1.236
H -6.856 -16.131 1.097
H -9.283 -15.283 1.199
H -8.908 -16.872 0.550
H -11.408 -15.588 -0.184
H -12.485 -15.234 -2.453
H -11.008 -14.741 -4.358
H -8.676 -14.120 -5.092
H -8.095 -15.804 -4.840
H -6.303 -14.556 -4.675
H -7.462 -12.347 -4.438
H -5.839 -12.598 -3.930
H -8.368 -12.529 -2.308
H -7.058 -11.281 -2.293
H -5.724 -12.655 -1.077
S -4.293 -17.072 -6.262
C -5.223 -18.377 -5.699
C -5.755 -18.151 -4.459
C -5.421 -16.854 -3.937
C -4.592 -16.184 -4.791
C -3.914 -14.937 -4.530
C -3.054 -14.229 -5.419
C -2.399 -13.091 -5.009
C -2.610 -12.570 -3.749
C -3.448 -13.316 -2.947
N -4.096 -14.449 -3.274
H -5.350 -19.268 -6.315
H -6.345 -18.919 -3.978
H -2.856 -14.612 -6.420
H -1.800 -12.575 -5.759
H -2.090 -11.658 -3.451
H -3.715 -12.926 -1.966
N -4.084 -15.319 -0.435
N -3.726 -16.547 -1.160
H -3.268 -14.679 -0.403
H -4.244 -15.521 0.555
H -2.917 -17.019 -0.770
H -3.467 -16.278 -2.103
S -8.273 -20.256 -0.928
C -6.540 -20.228 -0.860
C -6.119 -18.979 -1.057
N -7.047 -18.019 -1.378
C -8.230 -18.579 -1.292
H -5.998 -21.111 -0.570
H -5.086 -18.729 -1.110
H -9.194 -18.094 -1.483

multiplicity = 8
orbital gap (alpha / beta) = 8.2 / 6.7 eV
ΔE to the lowest compared entry with this formula, charge and spin = 5.70 kcal per mole
E_LUMO (alpha / beta) = -5.138 / -6.559 eV
charge = +2
total energy = -2894.684803 Ha

=====

[2]
Formula: C46H129N9O19
Source: the OMol25 dataset
Level of theory: ωB97M-V/def2-TZVPD

Atoms and positions in Å:
C -1.623 -2.332 -6.548
C -1.635 -2.140 -5.021
C -0.474 -1.244 -4.394
O 0.858 -1.713 -4.608
C 0.971 -3.056 -4.114
N -2.920 -1.543 -4.683
H -2.543 -2.797 -6.903
H -0.778 -2.957 -6.837
H -1.382 -1.370 -7.001
H -1.669 -3.138 -4.584
H -0.648 -1.201 -3.319
H -0.533 -0.229 -4.785
H 0.627 -3.057 -3.080
H 2.031 -3.270 -4.247
H 0.396 -3.813 -4.648
H -2.930 -1.429 -3.680
H -3.564 -2.287 -4.908
C -4.196 -0.140 3.150
C -3.333 -1.064 4.064
C -4.033 -2.421 4.476
O -5.172 -2.114 5.259
C -5.441 -3.051 6.295
N -2.089 -1.247 3.355
H -4.301 -0.569 2.154
H -3.726 0.841 3.089
H -5.215 0.012 3.507
H -3.197 -0.423 4.935
H -3.264 -3.044 4.934
H -4.325 -3.015 3.610
H -4.547 -3.181 6.906
H -5.868 -3.979 5.916
H -6.188 -2.522 6.886
H -1.556 -1.877 3.937
H -2.141 -1.834 2.534
C -0.867 6.585 -5.442
C -1.045 5.389 -4.570
C -0.438 4.110 -5.150
O -1.246 2.954 -4.954
C -1.079 2.276 -3.706
N -0.694 5.703 -3.206
H -1.337 6.385 -6.405
H 0.131 6.971 -5.648
H -1.455 7.429 -5.079
H -2.080 5.052 -4.627
H 0.594 3.933 -4.849
H -0.231 4.309 -6.202
H -0.235 1.597 -3.585
H -1.885 1.568 -3.514
H -1.120 3.009 -2.900
H 0.077 6.334 -3.042
H -0.524 4.909 -2.606
C 5.646 0.985 2.413
C 5.642 1.745 3.752
C 4.147 2.017 4.195
O 3.340 2.777 3.252
C 2.032 2.946 3.624
N 6.381 0.861 4.668
H 5.039 1.519 1.681
H 5.050 0.072 2.414
H 6.666 0.805 2.075
H 6.156 2.696 3.614
H 4.186 2.554 5.143
H 3.553 1.122 4.376
H 1.957 3.564 4.519
H 1.614 1.948 3.756
H 1.471 3.377 2.795
H 5.955 -0.053 4.615
H 6.290 1.240 5.600
C 3.076 0.515 -3.723
C 4.099 1.496 -4.330
C 5.003 0.776 -5.349
O 5.882 -0.064 -4.555
C 6.575 -1.020 -5.425
N 3.310 2.474 -5.000
H 2.320 0.312 -4.482
H 2.639 0.922 -2.811
H 3.557 -0.430 -3.472
H 4.669 1.954 -3.521
H 5.560 1.492 -5.954
H 4.392 0.256 -6.088
H 7.255 -0.387 -5.996
H 5.923 -1.648 -6.031
H 7.260 -1.693 -4.909
H 3.005 2.106 -5.890
H 3.899 3.255 -5.254
C 4.010 -1.619 -0.312
C 3.853 -2.854 -1.175
C 5.012 -3.849 -1.002
O 4.824 -4.888 -1.959
C 5.056 -4.551 -3.340
N 2.598 -3.494 -0.944
H 3.906 -1.824 0.754
H 3.217 -0.885 -0.453
H 4.984 -1.159 -0.478
H 3.839 -2.427 -2.178
H 5.025 -4.146 0.047
H 5.949 -3.340 -1.230
H 5.116 -5.493 -3.885
H 5.951 -4.017 -3.657
H 4.263 -4.001 -3.847
H 2.639 -3.972 -0.055
H 2.477 -4.243 -1.610
C -0.641 5.986 2.870
C -1.590 5.213 1.970
C -1.107 4.645 0.594
O -2.095 3.863 -0.089
C -3.051 4.679 -0.741
N -2.336 4.228 2.730
H 0.208 5.331 3.065
H -1.048 6.161 3.866
H -0.286 6.923 2.442
H -2.305 5.990 1.697
H -0.270 3.963 0.742
H -0.750 5.434 -0.067
H -3.983 4.150 -0.940
H -2.629 5.031 -1.683
H -3.389 5.503 -0.113
H -2.910 3.771 2.036
H -1.761 3.438 2.985
C -7.831 0.430 1.015
C -7.415 1.912 0.667
C -5.902 2.046 0.482
O -5.482 1.124 -0.526
C -4.459 1.591 -1.406
N -8.117 2.271 -0.571
H -7.116 -0.091 1.651
H -7.725 -0.097 0.066
H -8.798 0.249 1.484
H -7.652 2.562 1.509
H -5.402 1.787 1.416
H -5.649 3.052 0.147
H -4.183 0.883 -2.188
H -3.593 1.930 -0.837
H -4.815 2.386 -2.062
H -7.701 3.093 -0.986
H -7.826 1.497 -1.151
C 1.308 -3.329 2.860
C 0.643 -4.537 3.511
C -0.639 -4.192 4.243
O -0.607 -3.073 5.189
C 0.180 -3.299 6.386
N 0.487 -5.624 2.516
H 0.597 -2.789 2.234
H 2.064 -3.667 2.151
H 1.635 -2.566 3.567
H 1.362 -4.911 4.240
H -0.982 -5.108 4.724
H -1.354 -3.799 3.520
H -0.128 -4.250 6.820
H -0.020 -2.585 7.185
H 1.259 -3.351 6.242
H 0.008 -6.382 2.980
H -0.221 -5.271 1.888
C -0.644 1.641 5.352
C 0.092 0.391 5.836
O 0.553 0.585 7.162
O -1.152 1.575 4.023
H 0.085 2.450 5.320
H -1.444 1.893 6.048
H 0.937 0.122 5.202
H -0.519 -0.510 5.772
H 1.091 -0.150 7.465
H -1.308 0.673 3.734
C 2.971 3.324 -0.570
C 4.481 3.260 -0.922
O 5.286 4.182 -0.209
O 2.743 2.711 0.695
H 2.324 2.910 -1.343
H 2.613 4.343 -0.721
H 4.717 3.402 -1.977
H 4.850 2.256 -0.715
H 6.138 4.268 -0.642
H 3.383 3.034 1.334
C -2.717 -3.129 0.438
C -3.158 -1.800 -0.279
O -2.458 -1.369 -1.436
O -1.459 -3.048 1.107
H -2.837 -3.941 -0.279
H -3.449 -3.242 1.237
H -3.010 -1.025 0.472
H -4.203 -1.956 -0.549
H -1.829 -0.716 -1.118
H -0.965 -2.482 0.509
C -0.295 0.709 0.565
C 0.876 -0.198 0.007
O 0.373 -1.461 -0.308
O -1.035 1.287 -0.490
H 0.128 1.559 1.101
H -0.908 0.224 1.324
H 1.614 -0.340 0.796
H 1.388 0.270 -0.834
H 1.131 -1.936 -0.658
H -1.572 1.982 -0.102
C -0.669 -5.157 -1.635
C -0.914 -6.139 -0.465
O -1.720 -7.219 -0.850
O -0.129 -5.842 -2.782
H 0.101 -4.424 -1.395
H -1.640 -4.771 -1.944
H -1.288 -5.655 0.438
H 0.113 -6.465 -0.299
H -1.816 -7.200 -1.805
H 0.737 -6.120 -2.476

multiplicity = 1
orbital gap = 9.0 eV
ΔE to the lowest compared entry with this formula, charge and spin = 16.79 kcal per mole
E_LUMO = 0.225 eV
total energy = -3752.037809 Ha